1.
Here is a molecular structure, C6F24MnN3O12PS6 in a non-equilibrium geometry from the OMol25 dataset. Energies are from ωB97M-V/def2-TZVPD.

E_HOMO (alpha / beta)   -8.1 / -8.5 eV
E_LUMO (alpha / beta)   1.405 / -3.813 eV
Net charge   -1
Spin multiplicity   7

Each line ends with the Löwdin charge.
Geometry (Å):
Mn 18.48 1.09 -4.22  0.846
P 21.17 0.93 -3.46  0.197
F 21.65 1.30 -1.96  -0.131
F 20.01 2.05 -3.35  -0.185
F 22.26 2.05 -3.95  -0.142
F 20.55 0.58 -4.89  -0.139
F 22.34 -0.19 -3.59  -0.120
F 20.02 -0.05 -2.86  -0.150
C 19.79 -2.98 -4.29  -0.607
F 19.73 -4.27 -4.61  0.146
F 20.30 -2.93 -3.04  0.138
F 20.61 -2.33 -5.15  0.097
S 18.03 -2.22 -4.38  0.777
O 17.17 -3.23 -5.03  -0.278
O 17.70 -2.05 -2.93  -0.325
N 18.20 -0.65 -5.10  -0.392
S 18.33 -0.94 -6.60  0.593
O 18.66 0.39 -7.15  -0.309
O 19.16 -2.01 -7.12  -0.258
C 16.51 -1.26 -7.22  -0.672
F 16.42 -0.94 -8.49  0.171
F 16.12 -2.47 -7.01  0.158
F 15.74 -0.42 -6.50  0.099
C 14.60 0.15 -2.99  -0.561
F 14.64 -0.66 -4.07  0.126
F 13.38 0.58 -2.67  0.158
F 15.25 -0.40 -1.97  0.135
S 15.71 1.79 -3.51  0.736
O 15.89 1.60 -4.95  -0.342
O 14.82 2.95 -3.19  -0.310
N 17.25 1.67 -2.76  -0.363
S 16.92 2.28 -1.35  0.615
O 17.40 3.68 -1.33  -0.293
O 15.61 1.97 -0.84  -0.290
C 18.11 1.30 -0.10  -0.549
F 17.88 1.78 1.20  0.071
F 17.92 -0.01 -0.11  0.159
F 19.39 1.53 -0.46  0.108
C 20.49 4.86 -5.91  -0.606
F 20.98 4.17 -4.92  0.191
F 20.05 6.05 -5.45  0.116
F 21.38 5.04 -6.87  0.187
S 18.92 3.85 -6.57  0.775
O 19.44 3.41 -7.81  -0.239
O 18.60 2.78 -5.58  -0.352
N 17.73 5.07 -6.98  -0.126
S 16.99 5.22 -5.60  0.618
O 15.73 4.47 -5.58  -0.104
O 17.71 4.98 -4.34  -0.190
C 16.52 7.02 -5.51  -0.541
F 15.76 7.25 -6.67  0.079
F 15.80 7.26 -4.37  0.147
F 17.62 7.81 -5.56  0.129



2.
Here is a molecular structure, C36H35HgN7O2PSb from the OMol25 dataset. Energies are from ωB97M-V/def2-TZVPD.

E_HOMO (alpha / beta)   -9.4 / -10.4 eV
E_LUMO (alpha / beta)   -2.032 / -4.241 eV
Net charge   +1
Spin multiplicity   2

Each line ends with the Löwdin charge.
Geometry (Å):
Hg -1.10 0.55 -0.50  0.770
N 0.44 1.81 3.06  -0.122
P -1.08 1.46 2.40  0.951
C -2.22 2.21 3.60  -0.381
C -3.19 3.09 3.13  -0.117
C -4.09 3.68 4.00  -0.079
C -4.02 3.40 5.36  -0.070
C -3.06 2.52 5.84  -0.067
C -2.17 1.92 4.96  -0.092
C -1.30 -0.31 2.80  -0.402
C -2.59 -0.84 2.92  -0.116
C -2.78 -2.20 3.09  -0.075
C -1.68 -3.05 3.12  -0.071
C -0.40 -2.54 2.99  -0.065
C -0.21 -1.17 2.84  -0.098
C 1.53 2.17 2.29  -0.411
C 2.73 2.55 2.90  -0.018
C 3.78 2.91 2.09  -0.062
C 3.62 2.89 0.71  -0.056
C 2.40 2.48 0.21  -0.142
N 1.37 2.11 0.98  0.065
H 0.53 1.96 4.06  0.110
H -3.23 3.33 2.07  0.088
H -4.84 4.37 3.63  0.106
H -4.72 3.86 6.04  0.109
H -3.01 2.29 6.89  0.110
H -1.45 1.21 5.34  0.111
H -3.44 -0.17 2.92  0.089
H -3.77 -2.59 3.21  0.105
H -1.83 -4.11 3.25  0.107
H 0.45 -3.20 3.01  0.100
H 0.79 -0.78 2.74  0.082
H 2.82 2.57 3.98  0.111
H 4.72 3.22 2.53  0.112
H 4.41 3.18 0.04  0.102
H 2.22 2.45 -0.86  0.066
N -4.39 1.00 0.19  0.036
N -5.10 0.33 -0.82  -0.025
C -4.55 -0.72 -1.48  -0.403
N -5.33 -1.35 -2.36  0.198
N -3.30 -1.03 -1.11  0.076
N -2.63 -1.97 -1.84  -0.474
O -3.01 -2.37 -2.92  0.032
O -1.58 -2.29 -1.34  -0.116
H -4.61 0.61 1.11  0.082
H -4.61 1.99 0.16  0.090
H -6.09 0.49 -0.92  0.154
H -6.27 -1.03 -2.53  0.120
H -4.88 -2.01 -2.99  0.102
C 2.70 -3.01 -6.36  -0.075
C 1.63 -2.13 -6.42  -0.076
C 1.10 -1.60 -5.26  -0.131
C 1.64 -1.94 -4.02  -0.371
C 2.72 -2.82 -3.96  -0.121
C 3.25 -3.35 -5.13  -0.073
Sb 0.86 -0.97 -2.31  1.491
C 1.80 -1.97 -0.73  -0.389
C 2.33 -1.29 0.36  -0.129
C 2.93 -2.00 1.39  -0.092
C 2.96 -3.39 1.34  -0.083
C 2.41 -4.07 0.27  -0.070
C 1.82 -3.36 -0.77  -0.137
C 1.82 0.88 -2.70  -0.424
C 3.21 0.94 -2.88  -0.117
C 3.81 2.13 -3.25  -0.075
C 3.04 3.27 -3.44  -0.076
C 1.67 3.21 -3.28  -0.085
C 1.06 2.02 -2.91  -0.191
H 3.10 -3.43 -7.26  0.108
H 1.20 -1.86 -7.38  0.107
H 0.26 -0.91 -5.32  0.097
H 3.16 -3.09 -3.01  0.090
H 4.09 -4.02 -5.08  0.108
H 2.29 -0.20 0.41  0.076
H 3.36 -1.48 2.23  0.110
H 3.43 -3.94 2.15  0.109
H 2.43 -5.15 0.24  0.110
H 1.38 -3.90 -1.60  0.103
H 3.81 0.05 -2.74  0.105
H 4.88 2.17 -3.38  0.109
H 3.51 4.20 -3.74  0.109
H 1.06 4.10 -3.45  0.109
H -0.02 1.99 -2.79  0.050



3.
Here is 8 unconnected molecules or ions with the total composition C26H48Cl16N2O2 in a non-equilibrium geometry from the OMol25 dataset. Energies are from ωB97M-V/def2-TZVPD.

E_HOMO (alpha / beta)   -8.2 / -9.6 eV
E_LUMO (alpha / beta)   0.281 / 0.032 eV
Spin multiplicity   3

Each line ends with the Löwdin charge.
Geometry (Å):
C 7.98 25.32 -5.91  -0.025
C 8.07 26.34 -4.77  -0.508
C 6.64 26.55 -4.30  -0.155
C 6.52 27.29 -2.98  -0.170
C 7.30 26.48 -1.94  -0.149
C 8.76 26.32 -2.28  -0.476
N 8.94 25.88 -3.68  -0.097
O 10.14 25.46 -4.05  -0.019
C 9.44 27.69 -1.98  -0.021
C 9.28 25.25 -1.32  -0.044
C 8.60 27.67 -5.30  -0.017
H 7.73 24.32 -5.56  0.080
H 8.98 25.16 -6.33  0.080
H 7.32 25.69 -6.69  0.091
H 6.04 27.00 -5.09  0.124
H 6.19 25.57 -4.09  0.121
H 5.48 27.37 -2.64  0.113
H 6.82 28.34 -3.10  0.105
H 6.80 25.55 -1.66  0.121
H 7.23 27.11 -1.05  0.119
H 9.09 28.56 -2.54  0.063
H 9.32 28.00 -0.94  0.087
H 10.51 27.68 -2.21  0.088
H 9.06 25.56 -0.29  0.093
H 8.80 24.29 -1.51  0.040
H 10.37 25.16 -1.28  0.072
H 7.95 28.08 -6.07  0.090
H 9.55 27.51 -5.81  0.091
H 8.61 28.44 -4.52  0.064
C 11.08 21.30 2.85  -0.033
C 11.10 21.27 1.30  -0.461
C 12.60 21.28 0.94  -0.147
C 13.31 19.94 0.90  -0.238
C 12.56 18.87 0.19  -0.169
C 11.09 18.72 0.67  -0.442
N 10.46 20.08 0.70  -0.059
O 9.18 20.05 1.00  -0.041
C 10.36 17.88 -0.41  -0.029
C 11.11 17.97 1.99  -0.054
C 10.56 22.58 0.75  -0.046
H 10.06 21.34 3.24  0.089
H 11.68 22.06 3.34  0.080
H 11.60 20.43 3.26  0.035
H 12.92 21.91 0.11  0.083
H 13.17 21.77 1.73  0.118
H 13.43 19.58 1.93  0.060
H 14.37 20.00 0.62  0.105
H 13.08 17.93 0.01  0.113
H 12.54 19.23 -0.85  0.096
H 10.94 17.07 -0.84  0.064
H 9.40 17.50 -0.07  0.056
H 10.10 18.44 -1.31  0.084
H 11.88 18.27 2.70  0.072
H 10.14 18.10 2.47  0.039
H 11.31 16.91 1.89  0.063
H 9.52 22.73 1.06  0.081
H 10.48 22.55 -0.34  0.047
H 11.18 23.43 1.01  0.096
Cl 14.74 22.42 -4.04  0.543
C 14.15 23.09 -2.50  -0.639
C 12.61 23.14 -2.58  -0.642
Cl 11.85 21.51 -2.60  0.578
H 14.53 24.09 -2.29  0.079
H 14.47 22.38 -1.74  0.049
H 12.21 23.66 -3.45  0.057
H 12.34 23.63 -1.65  0.050
Cl 6.55 19.12 -2.82  0.509
C 7.10 20.02 -1.36  -0.649
C 6.89 21.52 -1.41  -0.661
Cl 7.49 22.27 -2.86  0.587
H 8.16 19.78 -1.26  0.030
H 6.63 19.51 -0.52  0.069
H 7.43 21.94 -0.56  0.063
H 5.82 21.75 -1.36  0.070
C 9.62 14.68 -2.84  -1.558
Cl 11.34 14.47 -2.47  0.522
Cl 8.60 13.26 -2.67  0.544
Cl 9.41 15.36 -4.47  0.510
H 9.20 15.47 -2.23  -0.011
C 14.01 19.86 7.11  -1.548
Cl 13.16 18.53 7.96  0.509
Cl 14.50 21.16 8.20  0.534
Cl 13.03 20.44 5.75  0.536
H 14.93 19.46 6.69  -0.045
C 7.43 16.11 2.57  -1.473
Cl 7.36 17.79 3.13  0.547
Cl 9.08 15.38 2.57  0.541
Cl 6.82 16.07 0.90  0.505
H 6.82 15.47 3.19  0.012
C 16.00 16.68 3.38  -1.501
Cl 15.35 17.65 2.05  0.593
Cl 15.60 14.95 3.33  0.538
Cl 15.51 17.42 4.93  0.526
H 17.07 16.79 3.24  0.007



4.
Here is a single C17H19N5O3S2 molecule in a non-equilibrium geometry from the OMol25 dataset. Energies are from ωB97M-V/def2-TZVPD.

SMILES   CN(C)C(=O)c1cc(-c2cnn(C)c2)cc(S(=O)(=O)c2csc(CN)n2)c1
E_HOMO   -8.5 eV
E_LUMO   -0.264 eV
Spin multiplicity   1
Energy relative to the best compared isomer or geometry (same formula, charge and spin)   600.4 kJ/mol

Each line ends with the Löwdin charge.
Geometry (Å):
C -2.04 -1.80 -2.06  -0.057
N -2.59 -0.42 -2.03  -0.118
C -4.10 -0.45 -2.09  -0.026
C -2.04 0.68 -1.37  -0.428
O -2.70 1.70 -1.26  0.072
C -0.68 0.75 -0.78  -0.082
C 0.43 0.47 -1.71  0.077
C 1.79 0.53 -1.24  -0.211
C 2.84 0.32 -2.13  -0.181
C 4.30 0.40 -2.01  -0.111
N 4.97 0.04 -3.07  0.066
N 4.03 0.01 -4.06  -0.174
C 4.47 -0.41 -5.45  -0.004
C 2.75 0.07 -3.49  -0.007
C 2.14 0.84 0.04  0.005
C 1.10 1.07 0.98  -0.235
S 1.51 1.30 2.69  0.774
O 1.32 2.73 3.17  -0.346
O 2.89 0.86 2.90  -0.332
C 0.32 0.27 3.70  -0.390
C 0.59 -0.92 4.36  -0.332
S -0.93 -1.59 5.03  0.989
C -1.85 -0.16 4.41  -0.514
C -3.31 -0.04 4.75  -0.245
N -3.53 -0.13 6.23  -0.048
N -1.05 0.64 3.78  0.031
C -0.28 1.13 0.54  0.033
H -2.50 -2.31 -1.20  0.088
H -2.37 -2.29 -2.97  0.078
H -0.95 -1.95 -2.06  0.086
H -4.59 0.47 -2.18  0.058
H -4.48 -1.01 -1.21  0.103
H -4.41 -0.98 -2.97  0.075
H 0.25 0.14 -2.77  0.120
H 4.86 0.73 -1.16  0.104
H 5.57 -0.52 -5.53  0.091
H 4.22 0.39 -6.16  0.080
H 3.95 -1.32 -5.66  0.070
H 1.77 -0.05 -4.03  0.128
H 3.20 0.81 0.37  0.129
H 1.58 -1.52 4.24  0.117
H -3.81 -0.86 4.40  0.080
H -3.85 0.80 4.47  0.088
H -4.51 -0.38 6.55  0.095
H -3.18 0.72 6.78  0.098
H -1.09 1.23 1.27  0.109